Entry 1:
35
Properties=species:S:1:pos:R:3:forces:R:3 method="wB97M-V/def2-TZVPD" spin_multiplicity=6 molar_mass_g_mol=432.70 total_charge=-1 de_lowest_kj_mol=85.9 gap_ha="0.161 / 0.195"
H -5.70721 -4.29668 1.58140 0.64 0.17 -0.10
C -2.44199 -3.50736 2.27584 -1.44 -0.81 1.10
C -3.73795 -4.00027 2.47061 1.02 0.47 -0.31
N 0.28834 -2.12169 0.53829 -0.77 0.12 0.05
C 0.08104 2.37802 -1.93450 0.53 -4.00 -1.91
H 1.19754 4.84713 -1.46930 -0.16 -0.57 0.40
H 2.27529 0.35432 -1.18443 0.45 0.37 0.34
C -2.99980 -2.98515 -0.05723 -1.84 -0.39 -0.87
H 0.70670 2.67459 -2.78535 -0.04 -0.44 0.37
C 3.18494 2.18588 -0.31891 -0.28 -0.01 -0.29
H -2.69621 -2.60977 -1.04067 -0.10 -0.21 0.40
C 2.80480 3.49616 -1.02978 0.05 0.37 -0.46
Cl 3.59573 -1.51846 -1.81324 1.33 -0.18 -2.18
H 4.10143 1.74982 -0.75719 -0.37 0.27 0.09
H 2.82426 3.35476 -2.11828 0.17 -0.31 0.11
H -0.83954 1.83608 -2.21719 0.25 1.07 0.08
C 2.05950 1.09110 -0.39069 0.92 0.76 0.05
C 0.63783 1.50217 -0.67108 -0.86 2.05 0.14
H -4.97879 -3.53904 -0.70224 0.24 0.13 0.43
C 0.27448 2.98652 -0.67643 -1.05 2.42 1.80
H 1.44055 4.58959 0.25129 0.01 -0.21 -0.01
C -4.67893 -3.92920 1.42409 -0.81 -0.59 0.10
H -4.00556 -4.46898 3.42353 0.07 0.31 -0.30
H 3.42154 2.33365 0.75205 -0.21 0.29 -0.48
H -1.72170 -3.53601 3.09306 -0.10 -0.01 -0.29
Cl 3.32640 -1.76226 2.53539 0.95 -0.28 2.22
H -0.12845 0.81944 -0.24199 0.55 0.58 -0.58
C -4.28547 -3.47909 0.14759 0.74 0.38 -0.27
C -2.09144 -2.96716 1.01591 2.05 0.91 -0.14
H 2.24889 0.63205 0.64179 -1.25 1.11 -1.13
C 1.41460 4.06079 -0.71021 -0.63 -0.27 0.69
H 3.51210 4.33427 -0.86461 -0.04 -0.65 0.15
C -0.81832 -2.43890 0.78580 -0.83 -0.66 0.24
Dy 2.45310 -1.41813 0.32604 -0.62 -1.85 0.10
H -0.71769 3.35181 -0.27939 1.42 -0.36 0.45

***

Entry 2:
9
Properties=species:S:1:pos:R:3:forces:R:3 method="wB97M-V/def2-TZVPD" spin_multiplicity=3 molar_mass_g_mol=261.03 total_charge=+2 gap_ha="0.287 / 0.270"
C -0.11879 -2.06102 -0.13044 -1.94 0.07 1.44
C 2.05955 -0.84384 -0.08998 -2.69 -2.90 0.03
C 1.21663 -1.98389 -0.07094 3.17 2.50 -0.42
C 3.29684 -0.48993 -0.17168 5.75 1.13 -0.44
Yb 0.35642 0.73968 -0.04739 0.79 2.59 0.02
Li -2.68940 -0.92574 0.09674 -0.59 -0.39 -0.02
O 4.39940 -0.07301 -0.26407 -3.83 -1.24 0.36
H -0.62740 -3.01023 0.09187 0.09 0.30 -0.62
O -0.89096 -0.92440 -0.08398 -0.75 -2.06 -0.35

***

Entry 3:
28
Properties=species:S:1:pos:R:3:forces:R:3 method="wB97M-V/def2-TZVPD" spin_multiplicity=2 molar_mass_g_mol=319.10 total_charge=+2 gap_ha="0.164 / 0.303"
H 1.13092 2.52514 -1.50826 -0.15 0.42 0.76
O -1.66407 -3.13280 0.19637 0.13 -0.57 -1.03
H -1.49883 -2.18999 0.19162 -0.13 0.61 0.36
H 2.63909 2.43839 -1.40923 0.32 0.23 0.22
O -1.35256 -0.55345 -0.53707 -2.81 -1.19 -0.69
O 0.52382 -0.40361 0.85795 1.71 -0.77 2.57
O 0.72704 -0.97620 -1.38434 2.87 -2.44 -3.02
H 2.12530 0.82626 2.87153 0.32 0.27 0.49
H -0.77920 2.61853 -0.95437 -0.21 0.09 0.35
O 1.09094 -2.34272 2.76744 0.70 -0.08 -0.20
S 0.02620 -0.15159 -0.42765 -1.65 1.82 -1.62
H -0.82983 -3.52134 0.45966 0.07 -0.39 0.49
H -0.74330 3.66801 0.13614 0.03 0.20 0.31
O -1.12322 3.48111 -0.72233 -0.48 0.33 -0.46
H -2.37535 0.14607 0.58692 0.20 0.06 0.34
H -3.07994 1.47324 0.40234 0.06 0.69 0.18
H 0.85511 0.54004 2.09914 -0.33 0.30 0.24
O -3.06785 0.69337 0.95723 -0.86 -0.17 -0.18
Na 2.35520 -2.25999 -2.47593 0.41 -0.12 -0.25
H 0.83933 -1.63703 2.17168 -0.51 0.24 0.23
Na -3.23387 -0.41927 -1.81854 -0.45 0.29 0.66
Na -0.55799 -2.80944 -2.31137 -0.41 -0.29 0.46
Na 0.88746 0.96499 -3.22371 0.23 0.49 0.12
O 0.12511 1.22040 -0.86226 0.70 0.59 -0.36
H 0.91760 -3.14534 2.27551 -0.09 -0.44 0.16
O 1.93579 2.82985 -1.92727 0.23 -0.36 -1.13
Na 2.95545 -0.71703 0.63564 -0.25 -0.08 0.64
O 1.17163 0.83436 2.95320 0.34 0.26 0.36

***

Entry 4:
147
Properties=species:S:1:pos:R:3:forces:R:3 method="wB97M-V/def2-TZVPD" molar_mass_g_mol=1054.17 gap_ha=0.349
H -0.12591 1.59830 -0.92787 0.09 0.22 0.11
H 3.81370 2.45886 6.79832 0.12 -0.01 -0.17
O 1.22260 -0.38157 -3.68719 -0.21 -0.10 -0.05
C -5.81395 -3.19840 -0.55728 0.28 0.19 0.02
C -2.20305 7.18920 4.92237 -0.10 0.23 -0.19
C -0.93153 1.85861 -0.23558 -0.05 -0.23 -0.87
H 3.17621 -2.50925 -1.41126 0.18 0.37 -0.11
O -2.09379 3.88069 8.10355 -0.02 0.05 -0.05
O 2.36527 3.70279 3.03546 0.10 0.19 0.21
O 7.99821 6.61745 -2.11538 -0.21 0.01 -0.07
C -2.42768 3.46173 9.43953 0.00 -0.06 0.27
O 0.64929 -1.84014 -10.08143 -0.01 0.19 -0.19
C 2.74345 -2.91248 -9.47479 0.45 0.40 -0.33
C 8.42883 3.23608 -1.20580 0.21 -0.01 0.01
C 3.33000 -0.90332 0.07890 -0.58 -0.07 -0.76
O -3.11390 -0.93144 -0.28986 -1.15 -0.50 -0.68
H -2.31021 6.11275 4.96841 0.01 -0.02 -0.01
H -4.94525 -3.85384 -0.50160 -0.11 -0.12 0.09
H 1.80534 -1.35247 -1.43014 0.55 0.06 -0.05
C -1.95622 -2.99289 1.39592 0.77 -1.33 0.20
C 0.31929 -2.15888 0.47496 0.54 -0.47 -0.38
H 2.76537 -2.47790 -8.48286 -0.25 -0.19 0.08
H 1.24585 1.40643 -4.72015 -0.02 -0.02 0.03
C 7.95703 5.51703 -1.64734 0.26 0.22 0.14
H -1.56242 3.59492 10.08449 0.11 0.01 -0.18
C 1.32974 -4.29540 -3.54836 -0.24 -0.31 0.31
H 0.68539 4.44590 5.05334 -0.12 -0.08 -0.22
H -4.73420 -6.90437 3.56512 0.04 0.00 -0.03
H -5.74292 -2.45009 0.23321 0.00 -0.03 0.01
O 5.50270 1.30780 0.15624 -0.37 -0.45 -0.39
O 2.96265 -3.54185 -6.47091 -0.11 0.10 0.06
H 3.49618 -3.57828 -12.14353 -0.03 0.00 0.02
C 2.32265 3.34976 4.17802 -0.42 -0.01 -0.15
O 3.35897 2.73328 4.79722 0.00 0.06 -0.04
C 1.11111 -0.32914 -6.03901 -0.03 -0.02 -0.21
C 7.11250 3.67036 -0.58216 0.01 -0.14 -0.07
C 1.55280 -5.70696 -4.06844 0.13 -0.12 -0.05
H 2.16457 4.18232 6.87810 0.00 -0.02 0.00
H 2.68918 -0.67482 0.93544 0.24 0.07 0.10
C -5.15586 -6.86287 0.74581 -0.32 0.37 0.28
H 1.13165 2.79810 7.22582 0.03 -0.05 -0.03
H -4.78251 5.54496 8.46680 -0.13 -0.08 -0.23
H 4.18589 2.50529 1.92120 0.09 0.08 -0.23
S -3.11913 -0.69834 1.35742 0.47 1.11 1.32
C -0.82084 -3.18828 0.37062 -0.31 0.80 0.02
H 1.79500 -1.12792 -6.32930 0.00 0.01 0.04
O -7.01409 -3.97310 -0.35201 -0.02 -0.09 -0.11
H -0.41347 -1.88186 -5.97305 -0.24 0.00 0.13
C -0.79166 7.54768 4.48377 -0.13 0.04 -0.21
H -4.23103 3.88394 10.61057 0.04 -0.07 -0.03
O 3.63085 0.32850 -0.61750 0.21 -0.03 0.60
C 1.75925 -2.18295 -10.36575 -0.18 -0.33 0.25
C -3.50446 1.83752 -0.70633 0.21 -0.23 0.88
H 2.45881 -3.96393 -9.42086 -0.08 0.03 0.11
O -3.15845 4.85061 6.38797 0.10 -0.31 0.21
C 2.69952 -5.50672 -5.05587 -0.53 -0.10 0.15
H 0.66537 -6.04824 -4.60418 -0.01 0.02 0.04
H -2.89234 7.19150 6.98586 -0.01 0.19 0.16
O -0.00494 7.52192 5.69116 -0.04 -0.09 0.03
H 9.76443 4.55318 -2.32332 0.11 0.26 0.08
C -3.15755 4.48316 7.52891 -0.31 -0.16 -0.18
O 1.66711 -3.43393 -4.65247 0.02 -0.08 -0.11
H 8.24087 2.74492 -2.16222 -0.03 -0.01 0.03
H -2.56535 8.81930 6.32716 0.02 0.00 0.11
H -0.44697 -4.20766 0.48013 -0.08 0.04 0.03
C 4.06054 -2.71406 -10.21818 0.05 -0.11 0.13
C -8.00962 -3.50453 -1.14535 -0.30 0.32 -0.05
H 0.96996 0.32140 -6.90054 -0.01 0.06 0.06
O -1.98984 -1.67335 1.99680 -0.43 0.09 -1.62
H -7.80302 -1.42830 -1.59150 -0.10 -0.02 -0.03
H -1.02126 -0.24465 -5.58433 -0.07 -0.08 0.03
H 4.52108 -1.77596 -9.90344 0.01 -0.01 -0.03
C 3.59787 -2.60233 -11.66276 0.21 -0.04 -0.01
H -3.65692 2.54982 0.10790 0.00 -0.06 -0.04
O -4.36947 -1.23299 1.83619 -0.51 -0.32 -0.68
H -5.57423 -6.61887 -0.22739 0.16 -0.15 -0.10
C -5.97461 -2.57392 -1.93248 -0.05 0.12 -0.16
O -9.12835 -3.92308 -1.10376 0.06 -0.23 0.11
C -3.60021 4.33823 9.84899 -0.17 0.06 0.07
H 0.37333 -1.66910 1.44930 -0.26 -0.10 -0.01
C 0.14502 -1.12903 -4.03324 -0.41 0.01 -0.15
H 4.25752 -1.98158 -12.26543 -0.17 0.07 -0.09
C -4.97779 -6.03157 2.95476 -0.23 -0.04 0.17
O -2.94380 -6.01537 0.18966 0.11 0.26 0.11
O 6.82070 4.95170 -1.17962 0.13 0.02 -0.07
H 2.25826 -2.76942 1.12826 0.06 -0.43 -0.12
C -0.81035 7.69043 6.76818 -0.18 0.27 0.25
C -3.84568 -6.13496 0.96916 0.03 -0.39 -0.21
O 2.29990 -1.98924 -11.59696 -0.01 0.07 0.04
O -0.39347 7.78759 7.88601 0.21 -0.15 -0.05
H 3.67524 -5.57430 -4.57201 0.05 0.01 -0.10
H 2.69992 2.43949 0.93488 -0.07 -0.13 0.08
H 2.73999 0.45480 -4.82170 -0.01 -0.03 0.22
H 0.12471 -1.38708 -0.27304 -0.10 0.07 0.22
H -5.65052 -3.27795 -2.70116 0.02 0.01 0.02
H -2.91010 -3.28542 0.95481 -0.08 0.38 0.14
C -0.17834 -0.93313 -5.49920 0.51 0.04 -0.16
H 2.69144 1.27766 6.09943 -0.01 0.01 -0.04
H -3.45422 2.40754 -1.63906 -0.06 -0.05 0.03
H -1.78993 -3.69526 2.21432 -0.11 0.28 0.16
H -4.32530 1.12345 -0.73109 -0.06 0.17 -0.14
H -6.51478 -5.41959 1.57924 -0.01 -0.03 0.00
H -5.40021 -1.65778 -2.05474 0.04 -0.03 0.10
H -0.72605 8.54851 4.05059 0.04 0.01 0.04
C 9.12654 4.57212 -1.44392 -0.27 -0.50 -0.13
H 8.99234 2.54626 -0.58041 -0.06 0.01 0.05
H -7.85644 -2.47981 -3.03588 -0.26 0.10 0.09
H -2.97281 7.57539 4.25520 0.08 0.08 -0.03
C 2.54041 -1.86721 -0.79788 -0.67 -0.61 0.46
N -2.05803 -0.14703 -0.87081 1.71 -0.09 1.68
H -0.38530 6.83102 3.77280 0.20 0.02 0.11
H 1.67737 -3.80762 -0.15699 -0.18 0.12 -0.17
H -0.64990 1.47346 0.74719 0.00 0.02 -0.04
H 4.26594 -1.37440 0.39667 -0.08 0.11 0.16
C 1.79740 3.23382 6.48320 -0.15 0.04 0.08
C -6.01773 -6.33883 1.88927 -0.12 -0.05 -0.06
O -0.46060 -1.80842 -3.25370 0.27 0.02 0.27
H 3.17822 1.08750 2.02055 -0.32 0.22 -0.03
H 0.42093 2.68497 4.88085 -0.04 0.07 -0.08
H 7.18837 3.80005 0.49961 -0.01 0.03 -0.01
H -3.23315 5.28837 10.23995 0.03 -0.03 0.00
H 1.97996 -4.05123 -2.70623 0.04 0.04 -0.05
C 1.71816 -2.76702 0.17152 0.19 0.62 0.30
C 2.48019 -4.07908 -5.51320 0.39 -0.05 -0.01
C 2.96962 2.33396 6.12392 -0.03 -0.04 0.24
H 2.64667 -6.19480 -5.89527 0.26 0.09 -0.08
H -5.28272 -5.21810 3.60913 0.21 0.08 -0.02
C 1.14580 3.46387 5.12412 0.27 0.13 0.47
H -5.02364 3.78334 8.28647 -0.04 0.06 -0.09
H -4.97702 -7.93665 0.82355 0.05 0.00 -0.11
C 1.65376 0.39756 -4.81985 0.19 0.12 -0.17
H 1.76495 -6.42624 -3.27977 0.01 0.07 0.04
H 4.78396 -3.51162 -10.05844 -0.02 -0.01 -0.06
O -3.79635 -5.64086 2.22906 -0.04 0.00 -0.08
C -7.48658 -2.38086 -2.01918 0.54 -0.25 -0.09
C -4.30364 4.57056 8.51497 0.32 0.13 0.46
H -6.78326 -7.03613 2.22449 0.06 -0.02 0.05
C 3.53160 1.86842 1.34022 0.18 -0.86 -0.56
H -2.68900 2.40153 9.41408 -0.02 0.01 -0.05
C -2.18432 1.11032 -0.61645 -0.76 0.19 -0.13
H 6.30935 2.97592 -0.79635 -0.03 0.29 -0.01
H -1.08895 2.93207 -0.14296 0.08 -0.02 -0.29
C 4.31030 1.15835 0.24119 0.59 0.67 0.60
H 0.29898 -4.12194 -3.25404 0.04 0.27 -0.08
C -2.25620 7.77230 6.32750 0.05 -0.28 -0.45
H -1.24458 -3.08600 -0.63239 0.10 -0.18 0.01
H 9.69396 4.89930 -0.57132 0.04 0.08 -0.06

***

Entry 5:
21
Properties=species:S:1:pos:R:3:forces:R:3 method="wB97M-V/def2-TZVPD" molar_mass_g_mol=132.16 de_lowest_kj_mol=293.1 gap_ha=0.317
H -1.91676 0.76592 2.20052 0.02 -0.02 -0.03
H -1.22003 -0.87392 2.11303 0.00 0.01 -0.01
C -0.99311 0.33963 0.31199 0.25 -0.19 -0.12
N 2.18486 -0.60795 -0.44903 -0.28 0.07 0.20
O -0.70076 -1.07309 -0.40036 0.04 0.32 0.08
N 1.10132 1.78407 -0.10075 -0.02 -0.13 0.08
H 1.15925 -1.38815 1.15305 -0.01 -0.02 -0.02
C -0.71282 -1.04865 -1.80710 -0.01 0.08 0.15
C -1.75241 -0.09950 1.55636 0.08 0.00 -0.08
H -2.71654 -0.49875 1.24178 0.03 0.02 0.00
H 2.30134 0.25184 -0.98825 -0.03 -0.06 0.06
H 0.27499 2.11778 -0.60958 -0.05 -0.05 0.04
C 0.62736 0.72837 0.76906 -0.25 0.11 -0.18
H -1.17480 -0.12653 -2.17174 0.01 -0.02 0.05
H 2.58128 -1.48058 -0.75623 -0.02 0.05 0.07
H -1.27754 -1.90766 -2.18091 0.04 0.05 0.02
H 0.58755 0.97195 1.83100 0.01 -0.02 -0.01
H 0.30918 -1.10244 -2.21869 -0.04 0.00 0.02
H 1.49936 2.55531 0.41769 -0.04 -0.05 -0.01
O -1.47395 1.21927 -0.43158 0.17 -0.12 0.02
C 1.31224 -0.52692 0.51973 0.12 -0.01 -0.32

***

Entry 6:
58
Properties=species:S:1:pos:R:3:forces:R:3 method="wB97M-V/def2-TZVPD" spin_multiplicity=3 molar_mass_g_mol=765.23 total_charge=+1 de_lowest_kj_mol=0.0 gap_ha="0.254 / 0.280"
C 0.48556 -5.69527 1.41987 0.03 0.02 0.01
C -2.78101 3.57130 -1.18133 0.00 0.01 0.01
C -5.25626 -0.60576 2.38656 -0.03 0.02 0.00
H -4.44404 -3.05614 -0.51657 -0.02 -0.01 -0.01
C -5.18947 -1.34447 3.56118 0.03 -0.02 0.01
H -5.97120 -1.24988 4.30303 0.00 0.00 0.00
N 0.52589 0.85433 1.81074 -0.05 0.04 0.08
H -1.30366 2.39432 -2.14988 0.00 0.00 -0.02
H -1.26565 -6.73619 0.74452 0.00 0.00 0.00
C -3.83890 -2.56036 -3.81073 -0.03 -0.01 0.00
C 1.55942 1.93621 1.86639 0.00 0.01 -0.02
H -4.31981 -0.15751 0.51192 0.00 0.03 -0.01
O 1.40016 1.56782 -0.90593 -0.08 -0.09 0.00
H 3.32625 2.47148 0.73011 0.01 0.00 0.00
H 2.10210 -4.40315 1.98932 0.00 -0.01 0.00
C -3.12813 -2.33991 2.82647 0.09 0.03 0.00
C -0.79802 -5.77234 0.89515 -0.03 0.00 -0.02
C -0.87595 -3.37803 0.74841 0.03 0.04 0.01
H -2.28357 1.31395 1.90394 0.05 -0.01 -0.02
C -4.49873 -2.97724 -2.66394 0.01 0.00 -0.01
As -1.80170 -1.74535 0.32505 -0.02 0.10 0.08
H -4.27544 -2.74551 -4.78305 0.00 0.00 0.00
C 2.14144 0.88348 -0.13188 -0.20 0.01 0.20
H 1.84586 2.13587 2.89760 0.02 0.00 0.00
C -3.19140 -1.59077 1.65708 0.05 -0.08 -0.09
C -3.48726 3.79131 -0.00897 -0.03 0.04 0.01
C -2.71360 -2.08496 -1.32841 0.04 0.04 -0.03
H -2.30668 -3.02656 2.99155 -0.01 -0.01 0.02
C -1.48201 -4.61477 0.55731 -0.02 -0.01 0.02
C 1.09516 -4.46205 1.59823 0.01 -0.03 0.00
C -3.28454 2.98729 1.10312 -0.03 0.04 0.00
H 1.10022 2.82758 1.44394 -0.02 0.00 0.01
C 0.41529 -3.30137 1.25884 -0.03 -0.01 -0.04
H 3.46872 0.88355 1.54355 0.00 -0.01 -0.01
C 2.80238 1.56429 1.01988 0.03 0.00 -0.10
C -4.25842 -0.72504 1.43241 0.00 -0.03 -0.04
H 0.89104 0.02712 2.27754 0.01 -0.02 0.02
S -0.52373 -0.73262 -2.42852 -0.16 -0.04 -0.10
H -2.11627 -1.56336 -4.62168 -0.01 0.00 0.00
H -2.94408 4.20512 -2.04197 0.00 0.00 0.00
C -3.93273 -2.74061 -1.41871 0.02 -0.01 0.04
C -2.36953 1.95096 1.02717 -0.05 -0.10 0.04
W -0.17580 0.16831 -0.36298 0.33 0.05 -0.06
C -1.63009 1.68711 -0.13502 0.08 0.05 0.01
C -2.62354 -1.89585 -3.72520 0.04 0.02 -0.03
O 1.91755 -0.37180 -0.04781 -0.13 0.03 -0.04
C -4.12827 -2.21117 3.78036 -0.03 0.02 0.01
H -5.45081 -3.48486 -2.73757 0.00 0.00 0.00
C -1.85833 2.53874 -1.23044 0.08 -0.03 0.00
H -3.84297 3.16586 2.01216 0.00 0.00 -0.01
H -6.09022 0.06087 2.20944 0.00 0.00 0.00
H -4.08074 -2.79491 4.68993 0.00 0.00 0.00
H 0.90899 -2.34209 1.36162 0.02 0.02 0.02
H -2.47968 -4.67807 0.14014 -0.01 -0.01 0.01
H -0.27496 1.16117 2.35468 -0.03 0.02 -0.03
H 1.01650 -6.60099 1.68087 0.00 0.00 0.00
C -2.06381 -1.64540 -2.48040 -0.01 -0.02 0.07
Br -4.73921 5.20147 0.07935 0.05 -0.06 0.00